[1]
{"formula": "C29H34Cl3N4O4PPb", "method": "ωB97M-V/def2-TZVPD", "multiplicity": 1, "orbital_gap_ev": 7.1, "total_charge": 0, "lumo_ev": -0.39, "symbols": ["H", "H", "H", "C", "C", "Cl", "C", "C", "C", "O", "H", "H", "C", "C", "P", "H", "C", "H", "C", "C", "H", "N", "C", "H", "H", "H", "Pb", "C", "C", "Cl", "O", "C", "H", "H", "O", "H", "H", "H", "C", "C", "H", "H", "H", "O", "N", "C", "N", "H", "H", "C", "C", "C", "C", "N", "C", "H", "C", "H", "H", "C", "Cl", "C", "H", "H", "H", "C", "H", "C", "H", "C", "H", "H", "H", "H", "C", "H"], "xyz": [[3.081421, -4.131262, -0.076205], [3.594613, -2.368667, -1.834168], [-1.948258, 2.790169, 0.367462], [-2.500351, 1.322262, -2.084768], [-1.992509, -1.450940, 1.723435], [-0.915478, -5.650235, -0.159099], [-3.236397, 1.034794, 1.685830], [-1.079311, 1.652375, -2.504010], [-3.962800, -0.078385, 2.016796], [-5.209263, 3.816828, -2.723876], [4.999279, -0.226466, -2.659478], [2.762889, -2.886602, 1.086150], [2.536367, 2.220963, -1.942155], [-2.493109, -5.810468, -1.062722], [2.398558, -0.418749, -1.036028], [5.167547, 1.076515, -1.449889], [-1.315158, -2.760671, 2.022019], [-5.801110, -0.920341, 2.556003], [4.837263, -1.839085, -0.151566], [-1.255412, -0.299259, 1.422782], [-1.970514, -3.593483, 1.960432], [-3.740198, -3.581453, -0.558008], [-3.230544, -4.569749, -0.781023], [-4.394373, -0.619297, -0.843758], [-2.208063, 3.789844, -3.235158], [2.942923, 2.926748, -2.727035], [-0.250182, -1.124714, -1.217295], [-1.898650, 0.946446, 1.420415], [3.448018, 1.895365, 2.162051], [-2.250674, -5.976973, -2.834003], [-3.117229, 4.212202, -3.200545], [-1.198158, 2.234054, 0.884644], [4.731466, -1.321257, 0.777309], [5.451750, -1.245183, -0.813049], [-0.199789, 0.744025, -2.514470], [4.521369, 3.300480, 3.549251], [2.208176, 2.246745, 3.921425], [-3.712385, 1.966461, 1.570053], [2.430003, 0.417585, 0.569402], [-3.374748, -1.310878, 1.968026], [2.910594, 2.470354, -0.923791], [-0.429051, -2.845292, 1.341265], [-0.789174, 2.821692, 1.781721], [-0.867894, 2.826570, -2.795762], [0.084992, -0.439547, 0.871479], [1.340566, 0.833346, 2.616719], [-2.788883, 0.138508, -1.568092], [4.404151, 1.276557, 0.421814], [1.495670, 2.150954, -1.916770], [-5.453668, 0.042131, 2.208684], [4.589001, 2.827786, 2.525949], [-3.707686, 2.076147, -2.248230], [-4.075813, 3.401786, -2.815729], [-4.086469, 0.125033, -1.415895], [-4.741865, 1.269058, -1.746231], [5.021936, 1.434680, -3.055336], [3.499173, 1.171570, 1.023838], [5.253220, -2.839042, 0.041217], [-0.866482, -2.738194, 2.989227], [3.111210, 0.797036, -2.230966], [-3.489448, -7.102829, -0.406141], [1.239559, 0.254235, 1.350657], [-5.802700, 1.487179, -1.759272], [2.753054, 0.467634, -3.191571], [1.591364, -3.096903, -0.149582], [4.668870, 0.733862, -2.351014], [-0.349328, 2.013987, 0.282801], [2.325059, 1.694723, 2.990257], [0.453424, 0.734559, 3.271391], [3.517442, -2.054013, -0.823981], [-5.684423, 0.951566, 2.830349], [-4.002594, -2.205219, 2.177426], [5.549765, 2.268692, 2.508595], [-5.920670, 0.138312, 1.209451], [2.675104, -3.042580, 0.011305], [4.714980, 3.545886, 1.689030]], "forces_ev_per_angstrom": [[-0.611, 1.745, -0.263], [0.270, -0.568, -0.970], [-0.214, 0.667, -0.400], [-0.283, 0.179, -0.717], [-0.575, 0.109, 0.890], [-0.773, -0.365, -0.730], [0.695, -0.387, 0.375], [-1.136, 0.880, 0.316], [-1.380, -0.027, -0.476], [-0.180, -0.514, -0.396], [0.370, -0.912, -0.081], [0.162, 0.574, 0.056], [3.087, -0.563, 0.132], [0.214, 0.607, 0.222], [1.087, -0.735, 0.497], [0.039, -0.427, 0.372], [1.388, 0.995, -1.690], [-0.500, 0.116, 0.744], [0.206, -0.510, -0.783], [1.042, 0.162, -0.135], [-0.536, -0.752, -0.215], [-0.874, 1.418, 0.285], [1.140, -1.252, -0.643], [-0.836, -0.853, 0.420], [-0.570, -0.087, 0.478], [-0.693, -0.645, 0.955], [-0.184, -0.764, -0.351], [1.342, 1.179, -1.336], [-0.146, 0.793, 2.305], [0.036, 0.007, 0.913], [1.028, 0.071, -0.872], [-0.122, -0.750, 3.000], [-0.135, 0.297, 0.691], [0.610, -0.103, 0.111], [0.198, -0.602, 0.292], [-0.188, -0.304, -1.335], [0.201, -0.170, -0.094], [-0.602, 1.113, 0.048], [-1.441, -1.372, -0.314], [0.601, -1.220, 0.426], [-0.312, 0.445, -0.876], [-0.806, -0.402, 0.395], [-0.664, -0.583, -1.282], [0.181, 0.366, -0.471], [0.700, 0.717, 0.757], [-2.609, -0.126, 0.625], [1.150, 0.740, -0.444], [-0.317, -0.195, -0.022], [-1.622, 0.361, -0.211], [0.298, 0.620, -0.521], [0.671, -0.152, 0.012], [-0.683, -0.488, 0.044], [0.096, 0.801, 1.344], [-1.563, -0.058, 0.762], [2.373, 0.125, -0.875], [0.113, 0.863, -1.289], [0.534, -0.235, -1.194], [0.326, 0.392, -0.053], [0.154, 0.096, 0.974], [1.066, 0.160, -0.052], [0.275, -0.328, -0.107], [-0.020, -0.350, -0.772], [0.224, -0.385, 0.286], [-0.432, -0.136, -0.485], [0.250, 0.100, -0.457], [-1.318, 0.776, 1.115], [0.548, -0.179, -0.714], [1.084, 0.572, -0.152], [0.570, -0.002, -0.283], [-2.380, 1.534, 1.186], [-0.175, -1.230, -0.472], [0.668, 0.595, -0.113], [-0.506, 0.147, 0.182], [0.027, 0.354, 0.415], [0.542, -2.081, 0.181], [-0.183, 0.133, 0.842]]}



[2]
{"formula": "C13H15OsPSe2", "method": "ωB97M-V/def2-TZVPD", "multiplicity": 5, "orbital_gap_ev": [8.0, 4.4], "total_charge": 2, "lumo_ev": [-7.91, -11.50], "s_squared": 6.028, "symbols": ["C", "P", "Se", "H", "C", "H", "C", "H", "H", "C", "H", "Se", "C", "H", "H", "H", "C", "C", "C", "C", "H", "Os", "H", "C", "H", "C", "C", "H", "H", "H", "C", "H"], "xyz": [[-2.098051, 1.018450, 6.763867], [-0.005919, -0.056820, 3.427559], [0.583811, 1.531945, 1.986262], [-4.552923, 1.306615, 4.285883], [2.321976, 0.462358, 4.850784], [-4.184277, 1.636672, 6.879330], [3.159168, 0.223819, 5.936911], [3.913514, -1.194750, 7.390690], [0.119032, -1.168990, -1.952789], [-1.088845, 0.527978, 5.927852], [-2.798662, 0.584868, 2.954679], [-0.592530, -1.779495, 2.101758], [-2.608232, 0.699702, 4.024488], [1.652781, -0.317843, -1.400457], [0.319198, 0.584358, -2.214973], [2.347133, 1.439185, 4.368456], [0.552340, -0.248228, -1.503308], [2.349395, -2.029187, 6.092224], [-3.359560, 1.357410, 6.225901], [-1.357482, 0.361385, 4.551263], [0.850591, -2.578571, 4.587170], [-0.169263, -0.107896, 0.398440], [-1.656258, -0.701430, 0.239766], [3.177580, -1.015256, 6.594126], [2.388802, -3.034872, 6.494121], [1.437611, -0.535344, 4.414258], [-3.611342, 1.192582, 4.839305], [-0.085613, 0.277838, 6.297292], [3.846130, 1.013510, 6.223764], [-0.469452, 1.318705, -0.623305], [1.498778, -1.808875, 5.000524], [-1.879329, 1.039773, 7.843258]], "forces_ev_per_angstrom": [[0.006, -0.346, -0.236], [0.355, -0.063, 2.074], [0.320, 0.368, 0.589], [0.100, 0.438, 1.054], [-0.266, 0.218, 0.052], [0.311, 0.164, -0.086], [0.233, -0.128, -0.123], [-0.632, 0.019, -0.295], [0.175, 0.333, 0.361], [0.145, -0.004, -0.333], [-0.035, 0.008, 0.240], [-0.082, -0.750, 0.781], [0.246, 0.025, -0.326], [-0.268, 0.043, 0.268], [0.467, -0.848, 0.400], [-0.024, -0.152, 0.159], [-0.482, 0.420, -1.716], [0.002, -0.218, -0.403], [-0.014, -0.648, -0.581], [0.502, 0.441, -0.152], [0.190, -0.187, 0.439], [0.518, 1.651, -1.837], [-0.398, 0.101, -0.630], [-0.060, 0.125, -0.833], [0.026, 0.123, 0.131], [0.036, 0.046, 0.138], [0.251, -0.477, 0.006], [-0.627, 0.125, 0.098], [-0.100, -0.120, 0.106], [-0.326, -1.449, 1.154], [-0.195, 0.461, 0.144], [-0.371, 0.282, -0.642]]}



[3]
{"formula": "C22H42O11", "method": "ωB97M-V/def2-TZVPD", "multiplicity": 1, "orbital_gap_ev": 9.5, "total_charge": 0, "smiles": "COC(=O)OC.COC(=O)OC.O=C1CCCO1.C1CCOC1.C1CCOC1.C1CCOC1", "lumo_ev": 0.43, "symbols": ["H", "H", "C", "H", "O", "O", "H", "H", "H", "H", "O", "H", "H", "H", "H", "C", "H", "H", "O", "C", "C", "H", "H", "H", "H", "C", "H", "C", "H", "C", "C", "H", "H", "C", "C", "H", "H", "H", "C", "H", "C", "H", "C", "H", "H", "C", "C", "O", "C", "H", "H", "O", "O", "C", "H", "C", "H", "H", "O", "C", "O", "C", "H", "H", "H", "H", "H", "H", "O", "C", "O", "C", "H", "H", "H"], "xyz": [[1.851047, -0.876893, -2.622758], [1.256747, -0.448643, 4.216839], [-4.975080, 1.623487, -0.359722], [-0.718900, 4.000958, 1.102008], [-4.009341, 1.038576, -1.133123], [2.343310, 4.521532, -0.425965], [-7.974979, 0.522631, 0.048479], [3.711958, -0.837270, 0.358943], [5.863443, -0.262423, 1.017962], [1.569280, -0.691853, 2.591644], [-4.854010, 2.575280, 0.432098], [-0.592869, -0.801165, 0.618784], [2.687176, 3.496639, -2.050251], [3.758766, -2.049384, 1.775684], [1.578018, -0.534137, 0.006996], [1.104953, -1.338277, -0.556630], [-5.001637, -5.119531, -2.304017], [-2.696626, 2.655058, -0.763669], [0.098838, 0.634510, 2.890686], [-0.157086, -1.651914, -2.370129], [0.978383, -0.852686, -1.970104], [-5.111629, -1.946436, -0.992916], [0.051323, -2.720296, -2.426980], [7.478147, -1.919913, 1.144156], [-1.056610, 4.239880, 2.794959], [3.318426, 2.393600, -0.157167], [-7.183067, 1.384981, 1.271815], [-4.329355, -2.966541, -2.790363], [4.124988, 1.683860, -0.341067], [6.490924, -2.310843, 1.390448], [5.535087, -1.139025, 1.576398], [2.169599, 0.745688, 3.251184], [2.440955, 1.768885, -0.324110], [1.287575, 0.105870, 3.278940], [2.475118, 4.336186, 0.980550], [1.742432, -2.207681, -0.395881], [3.084497, 2.610327, 2.114425], [-3.162998, 2.603927, -2.282636], [3.232302, 3.589189, -1.110903], [-2.332251, 3.716415, 1.707343], [5.907880, -3.039806, 0.249037], [4.161751, 4.107296, -1.347083], [-1.275785, 3.592961, 1.945514], [-3.352378, -1.550414, -1.336405], [4.421906, 3.272935, 1.390903], [-7.244149, 1.319635, 0.185494], [-2.869051, 1.886175, -1.516790], [-1.038283, -1.502899, -1.265521], [-4.134223, -4.502832, -2.539330], [0.596635, 0.168280, -1.968582], [-2.936967, -5.329628, -0.769996], [4.602248, -2.590111, 0.024915], [-3.745895, -3.410209, -0.557988], [4.266596, -1.578977, 0.933708], [1.529573, 4.390985, 1.520039], [-0.084540, 1.886075, 3.024237], [-3.587509, -2.540978, -3.466133], [-2.158749, -4.214007, -1.712095], [-6.049705, 0.902778, -0.459561], [-4.153806, -2.287545, -1.385748], [0.564768, 2.672881, 3.778768], [3.360515, 3.123226, 1.193098], [-0.384886, -2.535580, 0.371236], [-0.670686, -1.444148, -3.308819], [-2.057029, 1.227904, -1.825655], [2.963698, 5.267274, 1.267744], [-7.539001, 2.316251, -0.143031], [-5.296028, -2.907346, -3.290511], [6.419019, -3.906532, -0.406894], [-3.165296, -4.443689, -1.362522], [-1.022848, 2.249214, 2.204945], [-0.300199, -1.559807, -0.107094], [6.536396, -2.885004, 2.315851], [-3.670104, -4.994847, -3.394095], [5.329278, -0.732077, 2.566412]], "forces_ev_per_angstrom": [[0.096, -0.287, 0.233], [-0.291, 0.581, 0.422], [1.824, 1.566, 2.120], [0.303, -0.491, -0.130], [-0.119, 1.477, 0.077], [-0.107, -0.984, -0.310], [0.011, 0.319, -0.691], [-0.125, 0.066, 0.616], [0.558, 0.012, -0.098], [-0.417, -0.052, -0.498], [0.115, -1.672, -2.332], [-0.435, 0.063, -0.133], [0.344, -0.842, -0.139], [-1.231, 0.070, -0.363], [0.052, -0.026, 0.387], [2.420, 1.089, 1.208], [-0.362, 0.635, 0.153], [0.714, -0.860, 0.832], [-0.926, -1.873, -0.757], [-1.885, -1.990, -0.830], [0.968, 0.932, -0.554], [0.243, 0.271, 0.105], [0.559, -0.324, -0.164], [0.079, -0.479, 0.061], [0.081, -0.252, 0.173], [-0.514, -0.279, -0.517], [0.746, 0.054, 0.079], [-0.437, -0.613, 0.103], [0.464, 0.427, 0.075], [0.167, 1.668, 1.179], [0.510, 2.071, -0.468], [-0.513, 0.644, 0.291], [-0.449, 0.206, 0.278], [2.861, -2.379, 0.590], [1.277, 1.839, -0.160], [-0.024, -0.137, -0.489], [-0.541, -0.562, -0.331], [-0.263, -0.728, -0.905], [-1.349, 1.042, 0.110], [-0.007, -0.349, 0.044], [-0.826, -1.184, -1.099], [0.391, -0.211, 0.323], [-0.645, 1.947, 0.245], [-0.390, 0.128, -0.283], [0.049, 1.007, -0.158], [-0.330, 0.143, 0.981], [-1.353, 0.772, 0.461], [-2.163, 0.428, -1.328], [1.542, 0.114, -0.065], [0.292, 0.339, 0.104], [-0.975, -0.132, 0.265], [1.604, -1.292, -0.855], [0.519, -0.120, 0.605], [-0.499, -0.651, 0.791], [-0.223, -0.759, -0.342], [2.321, 5.285, 2.747], [0.107, -0.403, -0.151], [0.207, 0.783, -0.294], [-0.929, -1.046, -0.619], [-0.155, -2.109, -0.465], [-1.760, -2.519, -2.250], [0.259, -0.902, 0.501], [-0.243, -0.193, 0.120], [-0.158, 0.558, 0.183], [-0.143, 0.228, 0.372], [0.376, -0.037, 0.725], [-0.201, -0.267, -0.340], [-0.139, 0.786, 0.293], [-0.615, 0.699, 0.337], [-0.272, 0.549, -0.029], [-1.026, -0.602, -1.015], [0.475, -0.362, 1.225], [0.129, -0.434, -0.298], [0.063, 0.104, -0.192], [0.318, -0.499, 0.236]]}



Record-wise ΔE to the lowest compared entry with this formula, charge and spin values, in kJ/mol: 34.38, 12.41, 0.00
Record-wise DFT total energy values, in hartree: -3560.23037, -5738.47250, -1690.97498
Record-wise largest force on an atom values, in Eh/bohr: 0.0611, 0.0491, 0.1243